(1)
Here is a molecular structure, C32H63AsMnN3O11PSb from OMol25. Energies are from ωB97M-V/def2-TZVPD.

Each line ends with the Mulliken spin population.
Positions of all 113 atoms, in Å:
Mn: 0.709 -1.798 0.112  2.95
O: -0.373 -0.661 -0.774  0.03
O: 0.303 0.572 -0.932  -0.05
O: 3.825 -1.763 0.632  0.01
C: 3.543 -1.554 -0.514  0.01
C: 4.521 -1.336 -1.659  -0.01
C: 3.640 -1.123 -2.875  0.00
C: 2.220 -1.325 -2.361  0.00
O: 1.231 -1.335 -3.077  0.02
N: 2.244 -1.495 -1.009  -0.04
H: 5.163 -2.213 -1.731  0.00
H: 5.160 -0.488 -1.415  0.00
H: 3.823 -1.818 -3.693  0.00
H: 3.706 -0.116 -3.291  0.00
C: 3.256 3.554 0.640  0.00
C: 3.397 2.411 1.640  0.00
C: 3.479 2.953 3.058  0.00
C: 4.583 1.530 1.292  0.00
O: 2.168 1.651 1.467  0.01
P: 1.751 0.407 2.360  0.01
O: 2.780 -0.128 3.259  0.01
O: 1.174 -0.568 1.309  0.09
O: 0.455 0.992 3.086  0.00
C: -0.133 0.480 4.308  0.00
C: 0.173 -0.990 4.542  -0.01
C: -1.632 0.679 4.132  0.00
C: 0.416 1.339 5.441  0.00
H: 4.131 4.200 0.689  0.00
H: 2.374 4.149 0.864  0.00
H: 3.173 3.161 -0.376  0.00
H: 4.330 3.628 3.139  0.00
H: 3.602 2.146 3.774  0.00
H: 2.576 3.512 3.297  0.00
H: 5.498 2.122 1.336  0.00
H: 4.471 1.150 0.277  0.00
H: 4.664 0.691 1.976  0.00
H: -0.104 -1.578 3.666  0.01
H: -0.423 -1.337 5.388  0.00
H: 1.226 -1.157 4.749  0.00
H: -1.996 0.117 3.270  0.00
H: -1.860 1.732 3.980  0.00
H: -2.159 0.341 5.022  0.00
H: 1.495 1.213 5.509  0.00
H: -0.029 1.047 6.392  0.00
H: 0.194 2.388 5.261  0.00
C: -3.666 -3.269 3.372  0.00
N: -2.311 -3.356 2.851  0.00
C: -1.414 -4.239 3.354  0.00
C: -0.147 -4.343 2.895  -0.01
C: 0.210 -3.422 1.865  -0.01
O: 1.337 -3.309 1.306  -0.02
N: -0.693 -2.544 1.392  -0.01
C: -1.983 -2.488 1.794  -0.01
O: -2.833 -1.766 1.309  0.00
H: -3.773 -3.983 4.186  0.00
H: -4.386 -3.493 2.585  0.00
H: -3.857 -2.261 3.738  0.00
H: -1.784 -4.860 4.159  0.00
H: 0.567 -5.033 3.308  0.00
C: -0.697 -3.775 -3.836  0.00
As: -0.748 -4.216 -1.965  0.00
C: -0.046 -5.987 -1.731  0.00
C: -2.558 -4.146 -1.303  0.01
O: 0.184 -3.192 -1.076  0.02
H: -0.853 -4.686 -4.413  0.00
H: 0.276 -3.337 -4.048  0.00
H: -1.471 -3.049 -4.070  0.00
H: -0.707 -6.720 -2.193  0.00
H: 0.044 -6.179 -0.662  0.00
H: 0.941 -6.035 -2.188  0.00
H: -3.265 -4.410 -2.090  0.00
H: -2.746 -3.129 -0.951  0.00
H: -2.660 -4.842 -0.469  0.00
C: -0.343 4.140 -3.523  0.00
C: 0.283 2.800 -3.159  0.00
C: 0.461 1.910 -4.387  0.00
C: 1.639 2.989 -2.474  0.00
Sb: -0.996 1.761 -1.746  0.01
C: -1.582 2.870 0.020  0.00
C: -2.143 1.846 1.001  0.00
C: -2.604 3.940 -0.339  0.00
C: -0.304 3.484 0.587  0.00
C: -2.575 0.629 -2.693  0.00
C: -1.978 -0.576 -3.409  0.00
C: -3.577 0.179 -1.635  -0.01
C: -3.245 1.594 -3.677  0.00
H: 0.261 4.606 -4.302  0.00
H: -0.364 4.822 -2.673  0.00
H: -1.353 4.041 -3.916  0.00
H: 1.186 2.393 -5.046  0.00
H: -0.460 1.791 -4.958  0.00
H: 0.853 0.924 -4.126  0.00
H: 2.343 3.379 -3.213  0.00
H: 2.038 2.048 -2.095  0.00
H: 1.595 3.704 -1.655  0.00
H: -3.121 1.470 0.704  0.00
H: -2.256 2.343 1.967  0.00
H: -1.470 1.000 1.147  0.00
H: -3.495 3.521 -0.806  0.00
H: -2.190 4.705 -0.995  0.00
H: -2.926 4.435 0.579  0.00
H: 0.478 2.740 0.764  0.00
H: -0.548 3.933 1.552  0.00
H: 0.084 4.279 -0.050  0.00
H: -1.610 -1.302 -2.681  0.00
H: -1.147 -0.328 -4.067  0.00
H: -2.769 -1.028 -4.015  0.00
H: -3.121 -0.428 -0.852  0.00
H: -4.340 -0.424 -2.135  0.00
H: -4.092 1.025 -1.178  0.00
H: -2.604 1.847 -4.522  0.00
H: -3.577 2.516 -3.201  0.00
H: -4.136 1.106 -4.077  0.00

Energy ... -6217.33387 Ha
Energy relative to the best compared isomer or geometry (same formula, charge and spin) ... 0.185 eV
Maximum force ... 0.013 hartree/bohr
Multiplicity ... 4
Charge ... +1
<S²> ... 3.8130



(2)
Here is 2 unconnected molecules or ions with the total composition C23H35NO3 from OMol25. Energies are from ωB97M-V/def2-TZVPD.

Each line ends with the natural charge from an NBO analysis.
Positions of all 62 atoms, in Å:
C: 3.671 -1.226 0.657  -0.63
C: 2.492 -0.299 0.486  -0.05
O: 1.664 -0.400 1.658  -0.53
C: 0.477 0.246 1.568  0.73
C: -0.326 0.058 2.756  -0.39
C: -1.648 0.615 2.813  0.54
O: -2.515 0.086 3.541  -0.69
C: -2.082 1.829 1.993  -0.48
C: -2.825 1.443 0.713  -0.38
C: -4.122 0.634 0.894  -0.42
C: -4.113 -0.763 0.252  -0.40
C: -4.075 -1.923 1.260  -0.41
C: -3.080 -3.039 0.908  -0.39
C: -1.622 -2.711 1.262  -0.39
C: -1.321 -2.865 2.749  -0.43
C: 0.083 -2.419 3.176  -0.38
C: 0.123 -0.979 3.740  -0.41
O: 0.135 0.857 0.553  -0.79
H: 4.419 -1.006 -0.109  0.20
H: 4.131 -1.131 1.644  0.23
H: 3.355 -2.264 0.527  0.22
H: 2.827 0.742 0.370  0.14
H: 1.896 -0.589 -0.390  0.17
H: -2.746 2.429 2.630  0.21
H: -1.199 2.414 1.724  0.21
H: -3.082 2.376 0.191  0.18
H: -2.109 0.920 0.066  0.21
H: -4.366 0.569 1.962  0.23
H: -4.928 1.210 0.416  0.19
H: -5.040 -0.856 -0.334  0.19
H: -3.288 -0.852 -0.468  0.19
H: -3.860 -1.538 2.269  0.23
H: -5.086 -2.356 1.302  0.19
H: -3.389 -3.944 1.447  0.19
H: -3.131 -3.250 -0.167  0.19
H: -0.956 -3.378 0.692  0.18
H: -1.361 -1.691 0.938  0.20
H: -2.067 -2.302 3.331  0.23
H: -1.461 -3.926 3.013  0.18
H: 0.437 -3.103 3.959  0.19
H: 0.790 -2.474 2.339  0.19
H: 1.146 -0.745 4.065  0.20
H: -0.549 -0.929 4.609  0.22
C: 3.002 3.971 -2.188  -0.43
N: 2.530 2.589 -2.267  -0.31
C: 2.631 1.862 -3.466  0.17
C: 2.795 2.517 -4.706  -0.24
C: 2.702 1.777 -5.889  -0.19
C: 2.573 0.381 -5.844  -0.18
C: 2.461 -0.275 -4.609  -0.19
C: 2.483 0.463 -3.424  -0.22
C: 1.926 2.075 -1.185  0.11
H: 3.774 4.143 -2.942  0.23
H: 2.180 4.688 -2.324  0.24
H: 3.428 4.137 -1.195  0.24
H: 2.973 3.596 -4.738  0.23
H: 2.732 2.297 -6.849  0.23
H: 2.562 -0.206 -6.764  0.23
H: 2.357 -1.361 -4.558  0.24
H: 2.413 -0.040 -2.458  0.23
H: 1.206 1.272 -1.341  0.28
H: 1.973 2.644 -0.259  0.24

Energy ... -1177.75129 Ha
Energy relative to the best compared isomer or geometry (same formula, charge and spin) ... 5.549 eV
Maximum force ... 0.075 hartree/bohr



(3)
Here is a molecular structure, C2H2B2CaF8O6 from OMol25. Energies are from ωB97M-V/def2-TZVPD.

Each line ends with the natural charge from an NBO analysis.
Positions of all 21 atoms, in Å:
Ca: 0.206 0.274 0.090  1.84
B: -2.427 1.452 0.553  1.29
F: -2.714 2.697 0.137  -0.57
F: -3.461 1.070 1.346  -0.56
F: -2.175 0.676 -0.502  -0.54
F: -1.283 1.622 1.315  -0.58
B: 1.751 2.222 -0.884  1.30
F: 2.304 1.063 -1.409  -0.57
F: 2.519 3.305 -1.295  -0.56
F: 0.414 2.226 -1.319  -0.56
F: 1.851 1.961 0.488  -0.57
O: 0.186 -2.524 -3.068  -0.70
C: 0.457 -1.580 -2.159  0.94
O: 1.301 -1.643 -1.210  -0.84
O: -0.299 -0.601 -2.106  -0.82
H: 0.760 -3.234 -2.772  0.47
O: 0.257 -2.350 3.475  -0.71
C: 0.251 -1.496 2.432  0.94
O: -0.440 -1.793 1.419  -0.84
O: 0.892 -0.386 2.415  -0.82
H: -0.350 -2.963 3.053  0.49

Energy ... -2055.89351 Ha
Energy relative to the best compared isomer or geometry (same formula, charge and spin) ... 0.651 eV
Maximum force ... 0.100 hartree/bohr
Charge ... -2



(4)
Here is 4 unconnected molecules or ions with the total composition C44H94FN5O8S2 from OMol25. Energies are from ωB97M-V/def2-TZVPD.

Each line ends with the Mulliken charge.
Positions of all 154 atoms, in Å:
C: -1.532 -2.266 0.697  -0.16
C: -2.302 -1.473 1.750  -0.50
C: -3.360 -2.319 2.484  -0.33
C: -4.824 -1.915 2.196  -1.22
C: -5.643 -2.962 1.415  -0.86
C: -6.229 -2.412 0.107  0.20
C: -6.309 -3.434 -1.013  -1.54
C: -4.901 -3.892 -1.418  0.26
N: -4.679 -4.044 -2.870  0.25
C: -3.599 -5.011 -3.129  -2.53
C: -2.216 -4.513 -2.702  2.22
C: -1.131 -5.328 -3.390  -0.95
C: 0.264 -5.321 -2.695  -1.11
C: 0.446 -4.297 -1.577  -0.92
C: 0.598 -2.845 -2.069  1.84
C: 1.590 -2.067 -1.200  -1.25
C: 1.370 -0.552 -1.228  -0.68
C: -4.628 -2.885 -3.620  0.20
S: -4.417 -2.901 -5.246  -0.19
S: -4.887 -1.282 -2.862  -0.27
C: -3.449 -1.011 -1.794  2.69
C: -3.462 0.428 -1.264  -0.98
C: -3.741 1.569 -2.240  -1.91
C: -2.585 2.070 -3.112  1.92
F: -1.855 2.977 -2.354  -0.47
C: -1.628 1.067 -3.723  -0.87
C: -2.185 0.708 -5.093  0.51
O: -1.192 0.543 -6.077  -0.56
C: -0.271 -0.488 -5.833  -0.31
C: -0.861 -1.884 -5.843  -0.34
N: -2.883 1.938 -5.451  -0.21
C: -3.257 2.681 -4.362  -0.41
O: -4.026 3.639 -4.342  -0.66
H: -1.006 -3.091 1.175  0.83
H: -2.228 -2.729 -0.008  -0.38
H: -0.839 -1.646 0.132  -0.50
H: -1.576 -1.112 2.481  0.60
H: -2.756 -0.581 1.319  0.34
H: -3.180 -2.193 3.551  -0.21
H: -3.196 -3.372 2.250  0.62
H: -4.820 -0.970 1.656  0.51
H: -5.309 -1.760 3.157  0.52
H: -4.998 -3.814 1.202  0.26
H: -6.470 -3.318 2.025  0.52
H: -5.625 -1.561 -0.207  -0.35
H: -7.227 -2.007 0.282  0.53
H: -6.934 -4.282 -0.748  0.35
H: -6.751 -2.944 -1.877  0.48
H: -4.758 -4.888 -1.003  0.78
H: -4.128 -3.272 -0.967  -0.70
H: -3.613 -5.365 -4.152  0.47
H: -3.812 -5.880 -2.506  0.51
H: -2.164 -4.630 -1.623  0.21
H: -2.118 -3.462 -2.970  -0.79
H: -1.023 -5.016 -4.424  0.31
H: -1.471 -6.365 -3.437  0.43
H: 0.998 -5.076 -3.463  0.35
H: 0.524 -6.321 -2.355  0.38
H: 1.379 -4.547 -1.069  0.70
H: -0.332 -4.361 -0.821  0.03
H: -0.365 -2.340 -2.061  -1.29
H: 1.010 -2.902 -3.075  0.48
H: 1.509 -2.424 -0.172  0.45
H: 2.612 -2.289 -1.507  0.56
H: 1.785 -0.085 -0.337  0.14
H: 1.873 -0.115 -2.087  0.41
H: 0.307 -0.324 -1.258  -0.18
H: -2.521 -1.296 -2.285  -0.61
H: -3.527 -1.649 -0.913  -1.05
H: -2.529 0.601 -0.728  0.29
H: -4.253 0.454 -0.513  0.42
H: -3.992 2.442 -1.640  0.50
H: -4.608 1.367 -2.861  0.64
H: -1.207 0.285 -3.099  -0.59
H: -0.755 1.680 -3.972  0.71
H: -2.905 -0.114 -5.130  0.35
H: 0.261 -0.344 -4.888  0.13
H: 0.478 -0.437 -6.619  0.39
H: -1.666 -2.004 -5.119  -0.30
H: -0.074 -2.572 -5.541  0.28
H: -1.238 -2.166 -6.822  0.34
H: -3.594 1.875 -6.165  0.33
C: -0.685 -2.505 10.153  -0.71
O: 0.340 -2.137 9.251  -0.34
C: 1.185 -3.209 8.852  -0.82
C: 0.985 -3.547 7.391  -0.13
N: -0.319 -4.156 7.162  -0.29
C: -0.684 -4.300 5.756  -1.31
C: -0.853 -3.034 4.923  0.47
O: -1.961 -2.234 5.292  -0.43
C: -1.731 -1.321 6.353  -0.70
H: -1.159 -1.588 10.499  0.24
H: -1.447 -3.132 9.676  0.30
H: -0.279 -3.037 11.018  0.34
H: 1.029 -4.089 9.482  0.41
H: 2.217 -2.876 8.992  0.40
H: 1.763 -4.249 7.078  0.39
H: 1.117 -2.618 6.818  0.15
H: -1.025 -3.598 7.623  0.10
H: -1.633 -4.840 5.725  0.42
H: 0.060 -4.938 5.270  0.43
H: -1.050 -3.350 3.894  -0.10
H: 0.059 -2.426 4.889  0.25
H: -0.699 -0.965 6.365  0.29
H: -1.981 -1.758 7.323  0.20
H: -2.391 -0.467 6.197  0.37
C: 5.707 2.876 1.196  -0.54
O: 5.359 3.231 2.523  -0.40
C: 4.974 4.590 2.675  -0.17
C: 3.496 4.711 2.974  -0.46
N: 2.698 4.354 1.808  -0.04
C: 1.267 4.217 2.061  -0.85
C: 0.807 3.118 3.013  -0.64
O: 1.015 1.805 2.528  -0.13
C: 2.297 1.257 2.772  -0.72
H: 6.136 1.876 1.224  0.28
H: 4.827 2.859 0.543  0.17
H: 6.448 3.566 0.783  0.30
H: 5.241 5.178 1.793  -0.19
H: 5.535 4.991 3.524  0.45
H: 3.270 5.744 3.254  0.41
H: 3.281 4.070 3.840  0.22
H: 3.043 3.480 1.433  -0.08
H: 0.789 4.035 1.096  0.40
H: 0.887 5.176 2.426  0.43
H: -0.275 3.223 3.126  0.33
H: 1.235 3.226 4.017  0.41
H: 2.729 1.625 3.707  0.34
H: 2.984 1.461 1.946  0.16
H: 2.183 0.175 2.845  0.33
C: 4.645 4.816 -5.684  -0.71
O: 5.089 6.115 -5.346  -0.35
C: 4.101 6.930 -4.727  -0.77
C: 4.440 7.196 -3.277  -0.24
N: 4.307 5.988 -2.472  -0.23
C: 4.830 6.098 -1.113  -0.54
C: 6.328 6.343 -0.949  -0.76
O: 7.147 5.261 -1.361  -0.41
C: 7.442 5.226 -2.747  -0.61
H: 5.428 4.350 -6.281  0.24
H: 4.469 4.198 -4.797  0.28
H: 3.728 4.853 -6.280  0.35
H: 3.108 6.483 -4.821  0.40
H: 4.090 7.885 -5.261  0.40
H: 3.758 7.957 -2.887  0.36
H: 5.458 7.608 -3.247  0.19
H: 4.786 5.232 -2.942  0.03
H: 4.590 5.160 -0.607  0.34
H: 4.280 6.887 -0.590  0.39
H: 6.523 6.467 0.121  0.42
H: 6.655 7.274 -1.427  0.43
H: 7.492 6.228 -3.178  0.30
H: 6.715 4.626 -3.301  0.19
H: 8.416 4.749 -2.862  0.30

Energy ... -3504.66305 Ha
Maximum force ... 0.034 hartree/bohr
Structure (SMILES) ... CCCCCCCCN(CCCCCCCC)C(=S)SCCC[C@@]1(F)C[C@H](OCC)NC1=O.COCCNCCOC.COCCNCCOC.COCCNCCOC